DFT (ωB97M-V/def2-TZVPD) results for a cluster of 2 separate species, C4H14N2OS in total in a non-equilibrium geometry.

Geometry (Å):
N1 -1.003 -2.370 0.279
C1 -0.509 -0.993 0.326
C2 -0.019 -0.490 -1.073
N2 0.855 -1.434 -1.725
C3 0.684 0.842 -0.943
C4 -0.064 1.974 -0.242
S1 -0.221 3.481 -1.251
H1 -2.019 -2.377 0.206
H2 -0.624 -2.895 1.046
H3 -1.299 -0.285 0.607
H4 0.291 -0.873 1.045
H5 -0.966 -0.356 -1.615
H6 1.705 -1.545 -1.205
H7 0.391 -2.242 -2.096
H8 1.062 1.153 -1.911
H9 1.672 0.698 -0.478
H10 0.516 2.350 0.588
H11 -1.069 1.721 0.077
H12 -0.880 2.914 -2.271
O1 0.146 0.093 3.418
H13 0.519 0.971 3.275
H14 0.832 -0.337 3.945

Charge = 0
ΔE to the lowest compared entry with this formula, charge and spin = 54.34 kJ/mol
Kohn-Sham gap = 9.035 eV
Maximum force = 0.031 hartree/bohr
Structure (SMILES) = NC[C@H](N)CCS.O
E_LUMO = 0.5083 eV

Löwdin population analysis, charges in e, atoms 1 to 8: 0.00, -0.26, -0.43, 0.04, -0.26, -0.56, 0.69, 0.07

DFT (ωB97M-V/def2-TZVPD) results for a cluster of 2 separate species, C4H14N3 in total in a non-equilibrium geometry.

Geometry (Å):
C1 -0.543 2.623 -1.474
N1 -0.815 2.057 -0.127
C2 0.149 1.468 0.634
N2 -0.048 1.013 1.857
H1 -1.110 3.544 -1.631
H2 -0.784 1.899 -2.268
H3 0.525 2.842 -1.564
H4 -1.807 1.814 0.043
H5 1.184 1.466 0.223
H6 -0.964 0.642 2.103
H7 0.703 0.461 2.288
C3 1.495 -1.934 0.173
C4 0.019 -2.295 0.296
N3 -0.839 -1.350 -0.435
H8 1.691 -1.162 0.835
H9 2.199 -2.749 0.410
H10 1.684 -1.564 -0.845
H11 -0.137 -3.330 0.003
H12 -0.279 -2.294 1.345
H13 -0.555 -1.395 -1.428
H14 -1.769 -1.756 -0.438

Charge = 0
ΔE to the lowest compared entry with this formula, charge and spin = 60.29 kJ/mol
Expectation value of S² = 0.7534
2S+1 = 2
Kohn-Sham gap (alpha / beta) = 4.975 / 9.578 eV
Maximum force = 0.097 hartree/bohr
E_LUMO (alpha / beta) = 1.0946 / 1.0151 eV

Löwdin population analysis, charges in e, atoms 1 to 8: -0.11, -0.11, -0.40, 0.02, 0.07, 0.06, 0.07, 0.12